DFT (ωB97M-V with the def2-TZVPD basis set) results for C32H25Cl3N6O5RuTe as an isolated structure at a distorted geometry.

```
! RIJCOSX wB97M-V def2-TZVPD def2/J DEFGRID3
* xyz 1 2
Ru 0.023 -0.873 -0.355
O 3.194 1.869 1.135
C 2.311 1.033 0.614
O 1.355 0.614 1.248
C 2.571 0.656 -0.786
C 3.676 1.075 -1.508
C 3.792 0.694 -2.838
C 2.798 -0.086 -3.409
C 1.732 -0.485 -2.617
N 1.626 -0.123 -1.345
C 0.607 -1.390 -3.123
O 0.505 -1.568 -4.314
O -0.123 -1.891 -2.181
H 2.923 2.073 2.045
H 4.415 1.693 -1.018
H 4.647 1.002 -3.425
H 2.819 -0.398 -4.444
Cl -4.965 -1.859 5.107
C -3.860 -1.897 3.786
C -3.373 -0.706 3.273
C -2.507 -0.750 2.200
Cl -1.836 0.697 1.543
C -2.123 -1.954 1.584
O -1.372 -2.027 0.505
C -2.599 -3.139 2.184
Cl -2.046 -4.636 1.534
C -3.465 -3.117 3.256
H -3.661 0.238 3.712
H -3.827 -4.043 3.679
C 3.473 -2.162 1.333
Te 1.347 -2.430 1.451
C 1.807 -4.365 0.650
C 3.227 -4.632 1.076
C 3.736 -5.924 1.122
C 5.050 -6.141 1.507
C 5.860 -5.069 1.854
C 5.357 -3.779 1.812
C 4.043 -3.554 1.419
H 3.813 -1.519 2.143
H 3.720 -1.687 0.380
H 1.699 -4.313 -0.434
H 1.102 -5.097 1.035
H 3.101 -6.762 0.862
H 5.439 -7.150 1.546
H 6.881 -5.239 2.169
H 5.986 -2.942 2.092
C -0.174 2.839 -1.517
C -1.210 1.827 -1.852
N -1.189 0.547 -1.530
C -2.358 -0.024 -1.993
C -3.096 0.934 -2.598
N -2.366 2.101 -2.500
C -2.805 3.394 -3.006
N -2.661 4.413 -2.012
N -1.827 5.464 -2.233
N -1.807 6.211 -1.205
C -2.636 5.665 -0.243
C -2.937 6.092 1.052
C -3.791 5.303 1.788
C -4.337 4.116 1.262
C -4.052 3.681 -0.014
C -3.192 4.491 -0.758
H 0.761 2.336 -1.292
H -0.470 3.423 -0.642
H -0.007 3.534 -2.338
H -2.557 -1.075 -1.879
H -4.054 0.900 -3.086
H -3.849 3.284 -3.299
H -2.219 3.710 -3.868
H -2.510 7.005 1.441
H -4.052 5.594 2.797
H -5.007 3.533 1.879
H -4.474 2.766 -0.409
*
```

Results
- Energy above the lowest of the compared OMol25 structures with the same formula, charge and spin: 1.6 kcal/mol
- E: -3682.490548 hartree
- LUMO (alpha / beta): -3.90 / -4.84 eV

Atom charges from the Mulliken analysis, given in e for atoms 1 to 5:
1. Ru 1.1888
2. O -0.4838
3. C 0.6769
4. O -0.4945
5. C -0.2050


DFT (ωB97M-V with the def2-TZVPD basis set) results for C32H25N2O2PRuS2 as an isolated structure at a distorted geometry.

```
! RIJCOSX wB97M-V def2-TZVPD def2/J DEFGRID3
* xyz 1 2
Ru 0.142 0.023 0.213
S 0.373 1.580 -1.428
C -1.319 1.817 -1.082
N -1.772 0.967 -0.200
C -3.147 1.149 0.004
C -3.967 0.455 0.886
C -5.304 0.800 0.935
C -5.829 1.821 0.138
C -5.018 2.528 -0.729
C -3.673 2.181 -0.782
S -2.431 2.915 -1.762
H -3.572 -0.334 1.509
H -5.956 0.264 1.611
H -6.879 2.068 0.204
H -5.414 3.325 -1.343
O -2.957 -2.251 1.846
C -1.959 -2.383 1.188
O -0.983 -1.493 1.133
C -1.656 -3.581 0.347
C -2.477 -4.696 0.336
C -2.101 -5.805 -0.407
C -0.914 -5.795 -1.129
C -0.092 -4.675 -1.127
C -0.469 -3.564 -0.382
P 0.634 -2.153 -0.112
C 1.808 -2.331 -1.506
C 1.261 -2.229 -2.787
C 2.068 -2.301 -3.909
C 3.440 -2.475 -3.770
C 3.998 -2.578 -2.506
C 3.187 -2.509 -1.380
C 1.515 -2.538 1.441
C 1.329 -1.698 2.550
C 1.978 -1.960 3.745
C 2.807 -3.068 3.851
C 2.981 -3.916 2.767
C 2.335 -3.655 1.567
H -3.391 -4.679 0.914
H -2.729 -6.685 -0.421
H -0.624 -6.667 -1.700
H 0.825 -4.680 -1.700
H 0.193 -2.086 -2.914
H 1.628 -2.222 -4.893
H 4.070 -2.537 -4.647
H 5.063 -2.725 -2.392
H 3.637 -2.640 -0.402
H 0.630 -0.853 2.516
H 1.829 -1.303 4.591
H 3.313 -3.278 4.785
H 3.608 -4.793 2.858
H 2.465 -4.335 0.733
N 2.311 0.180 0.245
C 2.997 0.607 1.463
C 4.074 -0.120 1.939
C 4.710 0.291 3.100
C 4.268 1.420 3.775
C 3.193 2.146 3.280
C 2.552 1.744 2.117
H 2.507 0.911 -0.437
H 2.768 -0.654 -0.112
H 4.411 -1.010 1.421
H 5.549 -0.277 3.479
H 4.766 1.739 4.680
H 2.851 3.032 3.797
H 1.722 2.318 1.721
*
```

Results
- Energy above the lowest of the compared OMol25 structures with the same formula, charge and spin: 31.1 kcal/mol
- E: -2726.867164 hartree
- LUMO (alpha / beta): -3.70 / -3.98 eV

Atom charges from the natural (NBO) analysis, given in e for atoms 1 to 5:
1. Ru 0.5461
2. S 0.0213
3. C -0.1069
4. N -0.5305
5. C 0.1851


- Which of these has the lowest E?
  C32H25Cl3N6O5RuTe


- Among the records above, which one has the highest E?
  C32H25N2O2PRuS2


- Which value of E does entry 1 give?
  -3682.490548 hartree


- energy above the lowest of the compared OMol25 structures with the same formula, charge and spin of number 1 (C32H25Cl3N6O5RuTe)?
  1.6 kcal/mol